No. 1
DFT (the ωB97M-V functional and the def2-TZVPD basis) results for a cluster of 11 separate species, C5H32N2O11 in total at a distorted geometry.

Its charge is +2. The value obtained for the LUMO energy is -6.3 eV. The value obtained for the energy above the lowest of the compared OMol25 structures with the same formula, charge and spin is 24.48 kcal per mole.

Geometry (Å):
H  1.3855  0.4192  0.0734
C  1.5549  2.9040  1.1426
H  0.9598  -1.2655  2.5306
H  -3.8048  2.1808  1.3671
H  1.4659  0.3341  1.6454
H  3.3029  -2.4571  2.1550
H  -1.0578  0.0677  -0.1035
O  0.8613  1.7913  -3.1170
C  -0.6889  -1.4994  1.2527
H  2.5765  2.7205  0.8833
H  -0.1755  -2.1210  0.5346
H  2.8462  -1.1206  -1.5809
H  3.0270  -2.5749  -0.8161
H  2.8833  3.8800  -1.6648
H  0.2371  -2.7059  2.6744
O  -2.9172  -1.7356  2.0874
H  1.5848  1.1805  -3.0088
O  2.9736  0.2139  -2.7671
H  -2.2137  0.3723  -4.3251
H  2.7475  -1.5689  0.9779
H  -0.8332  -4.2264  -1.8268
H  3.7483  0.7790  -2.6541
H  -0.3805  2.4790  0.9362
C  0.7291  0.6658  0.9159
H  -2.1819  -0.4217  4.5424
O  -1.9375  1.0661  -3.7156
O  -3.0475  1.5992  1.5146
H  -2.4774  -2.6389  0.4195
C  -0.6263  -0.0186  0.8970
H  1.7618  2.8512  -1.7966
O  2.6938  -1.6770  -0.7956
O  -1.6094  0.1210  3.9843
N  0.5624  2.1207  1.0680
H  -2.0423  1.8789  -4.2246
H  -3.0810  0.4427  -1.4065
H  -0.4056  -1.2847  3.3580
H  -3.2972  0.7796  1.0599
H  -1.1749  -2.8391  -2.2995
H  -0.0071  1.4248  -3.3025
O  -3.1789  -0.4136  -0.9661
C  -2.1293  -1.9862  1.2159
H  1.4080  3.9718  1.2783
O  2.6017  -1.8474  1.9071
H  -2.2581  0.7006  3.5633
H  3.2399  -0.4442  -3.4190
N  0.0367  -1.7254  2.5266
O  -0.9587  -3.3227  -1.5144
H  -3.8256  -0.8595  -1.5269
O  2.4057  3.2052  -1.1713
H  -1.2834  0.6045  1.4915

Mulliken atomic charge list, values in e, 8 entries: 0.2299 -0.2018 0.2604 0.3250 0.7227 0.2819 0.4739 -0.7615

---

No. 2
DFT (the ωB97M-V functional and the def2-TZVPD basis) results for a structure of composition CH2LiNaO2 at a distorted geometry.

The value obtained for the LUMO energy is -0.9 eV. The value obtained for the energy above the lowest of the compared OMol25 structures with the same formula, charge and spin is 0.00 kcal per mole.

Geometry (Å):
O  -0.2831  2.3015  -0.4140
C  0.3191  1.7781  0.6125
H  -0.1754  1.8462  1.6099
O  0.1579  -0.0692  0.0343
Li  -0.5259  0.7073  -1.4411
H  1.4185  1.9493  0.6708
Na  0.1282  -2.2044  0.8119

Let us look at the Mulliken charges, expressed in e, one per atom: -0.8560 0.0979 0.1615 -1.2679 0.8011 0.1668 0.8965

---

No. 3
DFT (the ωB97M-V functional and the def2-TZVPD basis) results for a cluster of 13 separate species, C13H26Cl26 in total at a distorted geometry.

The value obtained for the LUMO energy is 0.1 eV. The value obtained for the energy above the lowest of the compared OMol25 structures with the same formula, charge and spin is 34.38 kcal per mole.

Geometry (Å):
Cl  5.1177  2.6633  -2.9196
C  -1.5381  -0.3340  3.8154
H  -3.7496  1.5762  -0.4575
H  4.2911  -3.0855  1.0454
H  1.9241  -3.2690  5.1878
H  -2.6740  -4.6219  0.1971
C  -0.2287  -0.9760  0.0629
C  2.2827  -2.6413  4.3720
Cl  -0.8571  -0.9760  -3.7981
Cl  1.3518  -3.0916  2.9902
Cl  -2.6766  -0.7775  5.1028
Cl  1.1144  2.5371  4.4719
H  5.1114  3.7152  -0.1131
Cl  3.0069  -1.1739  0.6993
Cl  2.2330  -7.0702  -2.2760
Cl  -2.3531  2.8597  -2.0260
Cl  -8.2843  1.5981  -1.7772
H  5.3687  2.0201  0.0994
H  0.0018  6.1508  -1.8421
Cl  0.4650  -2.4795  -5.8635
C  -1.1137  -1.9218  -5.2794
H  -3.1873  3.2249  0.0960
H  4.0323  -2.8266  -0.6898
H  -0.0579  -1.5133  -0.8699
C  3.3409  2.6794  -3.2843
Cl  -5.0345  3.1714  -1.4435
H  0.5521  7.3180  -0.7123
C  0.7509  -6.0374  -2.3499
H  -0.0777  -6.6469  -1.9894
Cl  -1.9818  -1.1826  0.3030
H  -6.4951  0.4768  -0.6477
Cl  3.2932  2.8048  1.2620
H  2.8080  1.7766  -2.9859
Cl  1.4198  5.0852  -0.1497
Cl  0.0097  0.6821  -0.4707
H  -1.2801  -1.1681  3.1629
H  0.4471  -5.8358  -3.3771
H  -3.3852  -5.9791  1.0387
H  0.3248  -1.5078  0.8368
Cl  -8.0830  -1.2449  -1.1326
H  3.3597  -2.7775  4.2735
Cl  -4.1639  -3.8901  1.8670
C  0.5316  3.5551  3.1998
C  4.9623  2.9011  0.5961
H  -7.9188  0.6068  0.3761
C  0.8567  6.3991  -1.2131
Cl  -2.2170  1.0262  2.8088
Cl  -0.6637  4.7339  3.7485
Cl  1.0270  -4.4539  -1.5487
Cl  2.2259  6.8626  -2.3050
Cl  5.8387  -1.4656  0.1904
Cl  6.1067  3.1434  1.8868
H  -0.6594  0.0899  4.3016
H  0.0852  3.0127  2.3663
Cl  2.9049  3.1422  -4.9973
H  1.3801  4.1973  2.9640
H  -1.6556  -1.3523  -6.0344
H  2.8973  3.3893  -2.5862
C  -3.5651  2.6164  -0.7257
Cl  -1.4833  -5.1077  2.1534
C  -2.9709  -4.9812  1.1825
Cl  1.9517  -0.9011  4.6812
C  4.2722  -2.3365  0.2538
C  -7.5839  0.4248  -0.6451
H  -1.7080  -2.8141  -5.0827

Mulliken atomic charge list, values in e, 8 entries: -0.1751 0.3756 0.0032 0.2769 0.3290 0.1729 0.4667 -0.4860

---

No. 4
DFT (the ωB97M-V functional and the def2-TZVPD basis) results for the ion C5H10N3 with charge +1 at a distorted geometry.

Its charge is +1. The value obtained for the LUMO energy is -3.1 eV. The value obtained for the energy above the lowest of the compared OMol25 structures with the same formula, charge and spin is 56.69 kcal per mole. Its SMILES is CC(C)[n+]1cn[nH]c1.

Geometry (Å):
C  -0.7793  -1.0509  0.8469
H  -1.0731  1.7318  -1.2862
H  -0.7456  0.0397  -1.8968
N  1.1552  0.3402  0.1703
H  -0.1086  -1.2747  1.7668
C  2.0856  0.7548  1.0346
H  -2.2568  0.2940  -0.9125
C  -1.1735  0.5821  -1.0482
N  3.2472  0.3655  0.6810
N  3.1129  -0.2081  -0.4915
H  1.4621  -0.5453  -1.6617
H  1.8584  0.9338  2.0938
H  -0.7643  1.1041  1.0075
C  1.8414  -0.2356  -0.8029
H  -0.3529  -1.8445  0.0596
H  3.9214  -0.6218  -1.0088
H  -1.7338  -1.2537  1.2407
C  -0.5948  0.2898  0.2595

Mulliken atomic charge list, values in e, 8 entries: -1.1494 0.3249 0.3407 -0.0362 0.3310 -0.0558 0.3519 -1.0614